# 1
C5H16N2O3 | the ωB97M-V functional and the def2-TZVPD basis

```
26
Properties=species:S:1:pos:R:3:lowdin_charge:R:1
C -1.771 -1.761 1.217 -0.22
O -2.992 -1.612 0.520 -0.04
C -0.874 -0.521 1.116 -0.34
C -0.192 -0.438 -0.274 -0.08
C -0.190 0.954 -0.827 -0.30
C -1.349 1.566 -1.307 0.24
N 0.964 1.588 -0.896 0.23
N 0.172 -0.501 2.141 0.05
H -2.052 -1.898 2.259 0.13
H -1.229 -2.653 0.880 0.14
H -2.846 -1.524 -0.430 0.08
H -1.532 0.335 1.253 0.15
H 0.823 -0.820 -0.213 0.13
H -0.694 -1.069 -1.007 0.14
H -1.348 2.574 -1.703 0.10
H -2.310 1.066 -1.299 0.10
H 0.944 2.564 -1.174 0.15
H 1.683 1.399 -0.156 0.10
H -0.188 -0.133 3.010 0.11
H 0.540 -1.443 2.293 0.11
H 2.375 0.194 -3.800 0.05
H 2.151 0.276 -2.268 -0.02
O 2.600 -0.228 -2.961 -0.05
H 1.700 0.596 1.718 0.01
H 3.199 0.463 1.284 0.08
O 2.466 1.091 1.353 -0.06
```

Values from the calculation:
⟨S²⟩ = 0.762
LUMO (spin up / spin down) = -0.1314 / -0.2620 Eh
Total charge = +1
2S+1 = 2


# 2
C5H12N2 | the ωB97M-V functional and the def2-TZVPD basis

```
19
Properties=species:S:1:pos:R:3:lowdin_charge:R:1
C -1.587 0.444 2.838 -0.01
C -1.646 -0.421 1.838 -0.20
C -0.468 -1.049 1.156 -0.20
C -0.284 -0.595 -0.293 -0.25
N 0.959 0.094 -0.486 -0.09
C 1.639 0.210 -1.752 -0.33
N 1.095 1.098 -2.769 0.00
H -2.453 0.986 3.184 0.05
H -0.646 0.629 3.344 0.05
H -2.618 -0.477 1.357 0.10
H -0.583 -2.128 1.222 0.10
H 0.426 -0.841 1.748 0.11
H -1.160 0.000 -0.609 0.11
H -0.298 -1.463 -0.962 0.11
H 1.215 0.758 0.227 0.11
H 1.665 -0.798 -2.159 0.11
H 2.685 0.448 -1.541 0.11
H 0.210 0.709 -3.086 0.05
H 0.782 1.969 -2.340 0.06
```

Values from the calculation:
LUMO = 0.0415 Eh
Total charge = 0


# 3
C2HFOTl | the ωB97M-V functional and the def2-TZVPD basis

```
6
Properties=species:S:1:pos:R:3:lowdin_charge:R:1
H -1.172 1.042 0.072 0.31
C -0.412 -0.168 0.006 -0.03
C 0.045 0.884 0.786 0.20
O -0.011 -1.017 -0.738 -0.12
F 0.158 0.680 2.072 0.26
Tl 1.393 -1.420 -2.199 1.38
```

Values from the calculation:
⟨S²⟩ = 0.789
LUMO (spin up / spin down) = -0.4471 / -0.5687 Eh
Total charge = +2
2S+1 = 2


# 4
C4H9NOS | the ωB97M-V functional and the def2-TZVPD basis

```
16
Properties=species:S:1:pos:R:3:lowdin_charge:R:1
C -1.601 -0.718 -0.384 -0.46
C -1.296 -3.131 -0.313 -0.03
C 2.200 0.952 1.214 -0.14
C -2.487 1.758 -0.688 -0.38
N -1.495 -1.897 -0.107 -0.13
O 1.384 0.918 0.031 -0.12
S -1.904 0.588 0.641 0.85
H -1.938 -3.995 -0.199 0.07
H -0.272 -3.273 -0.635 0.07
H 0.532 0.603 0.185 -0.06
H 2.020 1.697 1.959 0.07
H 3.142 1.257 0.823 0.06
H 2.426 -0.080 1.585 0.09
H -2.015 1.833 -1.675 0.05
H -2.311 2.688 -0.189 -0.01
H -3.651 1.679 -0.836 0.07
```

Values from the calculation:
LUMO = 0.0139 Eh
Total charge = 0


# 5
C2H2N2O2S | the ωB97M-V functional and the def2-TZVPD basis

```
9
Properties=species:S:1:pos:R:3:lowdin_charge:R:1
C -0.654 0.031 0.679 -0.51
C 0.233 0.828 1.160 -0.06
N 1.420 -1.084 -0.831 0.25
N 1.118 -0.327 -1.566 -0.34
O -2.136 -1.477 -0.760 -0.59
O 0.876 0.531 -2.283 0.12
S -1.935 -0.873 0.598 0.92
H 0.099 1.880 0.965 0.07
H 0.979 0.492 2.037 0.14
```

Values from the calculation:
LUMO (spin up / spin down) = -0.0205 / -0.0205 Eh
Total charge = 0


# 6
C21H29N5ORu | the ωB97M-V functional and the def2-TZVPD basis

```
57
Properties=species:S:1:pos:R:3:lowdin_charge:R:1
Ru -1.344 0.423 0.008 1.58
C -0.368 2.248 2.637 -0.01
C -1.151 1.031 3.016 -0.27
C -1.432 0.739 4.348 0.05
C -2.176 -0.379 4.666 0.07
C -2.647 -1.216 3.646 0.06
C -2.356 -0.898 2.347 -0.17
N -1.607 0.221 2.034 -0.04
C -2.825 -1.672 1.180 -0.15
C -3.651 -2.774 1.176 0.08
C -4.034 -3.320 -0.051 0.08
C -3.615 -2.763 -1.260 0.08
C -2.789 -1.661 -1.229 -0.14
N -2.405 -1.171 -0.016 -0.04
C -2.262 -0.891 -2.372 -0.17
C -2.535 -1.178 -3.682 0.07
C -1.999 -0.352 -4.679 0.07
C -1.208 0.722 -4.326 0.05
C -0.946 0.981 -2.983 -0.27
C -0.085 2.133 -2.571 0.00
N -1.470 0.187 -2.025 -0.04
H -0.989 3.144 2.721 0.12
H 0.018 2.202 1.613 0.05
H 0.476 2.389 3.312 0.11
H -1.063 1.399 5.123 0.15
H -2.399 -0.612 5.701 0.15
H -3.234 -2.091 3.890 0.14
H -4.014 -3.207 2.098 0.15
H -4.687 -4.186 -0.065 0.16
H -3.945 -3.190 -2.197 0.15
H -3.160 -2.018 -3.952 0.14
H -2.210 -0.557 -5.722 0.15
H -0.789 1.374 -5.082 0.15
H -0.446 3.064 -3.014 0.12
H 0.936 1.993 -2.932 0.11
H -0.043 2.270 -1.485 0.05
O -2.510 2.318 0.008 -0.06
H -2.559 2.987 -0.694 0.12
H -3.236 2.509 0.625 0.12
C 5.085 0.303 -1.528 0.00
C 4.464 0.084 -0.152 -0.56
C 4.336 1.369 0.654 -0.02
C 5.245 -0.998 0.635 0.02
N 3.123 -0.522 -0.371 0.09
N 2.095 -0.455 0.499 0.12
H 6.148 0.505 -1.402 0.12
H 4.639 1.154 -2.042 0.10
H 5.005 -0.588 -2.156 0.10
H 5.313 1.850 0.673 0.12
H 4.072 1.195 1.702 0.09
H 3.642 2.074 0.193 0.10
H 6.223 -0.573 0.864 0.12
H 5.401 -1.898 0.041 0.11
H 4.756 -1.250 1.577 0.10
H 3.029 -1.220 -1.107 0.18
H 2.359 0.154 1.272 0.10
H 1.828 -1.381 0.838 0.14
```

Values from the calculation:
⟨S²⟩ = 6.022
LUMO (spin up / spin down) = -0.4967 / -0.5650 Eh
Total charge = +4
2S+1 = 5


Q: What is the total charge in the fourth record?
A: 0